a) Below is one molecule with the formula C2H5NS3, with properties calculated with ωB97M-V with the def2-TZVPD basis set.

XYZ file:
```
11
Properties=species:S:1:pos:R:3
S 1.301 1.822 0.032
C 0.386 0.491 -0.159
C -1.106 0.730 -0.427
S -2.083 -0.686 -0.024
N 0.837 -0.726 0.000
S 2.476 -1.193 -0.186
H -1.102 1.018 -1.456
H -1.319 1.575 0.206
H -2.455 -0.516 1.239
H 0.200 -1.456 -0.310
H 2.865 -1.058 1.084
```

The SMILES is S=C(CS)NS. The HOMO energy is -8.31 eV. As for the multiplicity: 1. The value obtained for the molecular weight is 139.27 g/mol.



b) Below is a 2-piece molecular cluster, C2H5NS3 overall, with properties calculated with ωB97M-V with the def2-TZVPD basis set.

XYZ file:
```
11
Properties=species:S:1:pos:R:3
C 1.051 -2.071 -0.086
C -0.122 0.717 -0.421
H 1.457 -2.501 -1.205
H -0.079 -2.463 0.185
H 1.746 -2.359 0.966
H -1.934 1.125 0.632
H 0.501 -0.253 2.542
N -1.191 0.150 0.421
S 1.422 -0.298 -0.577
S -0.229 2.075 -1.368
S -1.126 -0.932 1.756
```

The HOMO energy is -8.78 eV. As for the multiplicity: 1. The value obtained for the molecular weight is 139.27 g/mol.



Result of the stability comparison: a) is the most stable of them.